1.
Formula: C23H27F10N3O4S2SeSr
Source: the Open Molecules 2025 dataset
Level of theory: ωB97M-V/def2-TZVPD

Properties
Charge = -2
Max |F| = 0.0687 hartree/bohr
HOMO energy = -0.395 eV
ΔE to the lowest compared entry with this formula, charge and spin = 25.6 kcal/mol
Frontier orbital gap = 0.1667 hartree

Cartesian coordinates (Å):
1 Sr 0.243 -1.807 -0.349
2 Se 0.130 -2.774 2.337
3 S -1.004 -2.036 -3.014
4 S 1.184 -0.059 -2.429
5 F 1.062 -2.493 -4.665
6 F 0.648 0.295 -4.977
7 F 1.107 -3.743 -2.864
8 F 0.284 5.970 1.373
9 F 2.753 -0.003 -4.514
10 F -0.399 -4.082 -4.408
11 F 0.304 4.796 -3.190
12 F -0.821 2.467 -2.622
13 F -0.814 3.685 2.041
14 F 1.802 1.895 -4.059
15 O 1.983 -1.256 -2.285
16 O 1.484 0.967 -1.481
17 O -1.910 -1.799 -4.091
18 O -1.435 -2.918 -1.932
19 N -1.343 1.663 -0.084
20 N -3.123 -0.755 0.305
21 N -0.466 -0.480 -2.402
22 C -3.141 0.495 1.067
23 C 3.776 1.244 0.866
24 C 0.046 4.496 -1.887
25 C -0.533 3.876 0.712
26 C 0.358 5.454 -0.922
27 C 2.978 0.715 1.874
28 C 3.054 -0.648 2.156
29 C 3.918 -1.480 1.452
30 C 5.439 1.011 -1.004
31 C -1.775 1.174 1.194
32 C -4.709 -2.131 1.749
33 C 0.032 5.082 0.371
34 C 4.711 -0.917 0.448
35 C -3.753 0.410 -1.819
36 C 2.014 1.580 2.631
37 C -0.511 3.290 -1.587
38 C 4.644 0.435 0.139
39 C -0.830 2.841 -0.241
40 C -4.003 -0.764 -0.860
41 C 1.618 0.581 -4.109
42 C -3.312 -1.938 1.148
43 C 0.330 -3.144 -3.758
44 C 3.972 -2.958 1.722
45 H -1.890 1.949 1.971
46 H 4.778 1.302 -1.826
47 H -4.510 1.192 -1.717
48 H 6.156 0.285 -1.392
49 H -3.771 0.076 -2.856
50 H 2.390 1.810 3.633
51 H -3.513 0.324 2.085
52 H 2.391 -1.084 2.892
53 H -5.055 -1.234 2.272
54 H 1.057 1.070 2.757
55 H 3.681 2.298 0.616
56 H -3.055 -2.817 0.551
57 H -5.068 -0.782 -0.561
58 H -2.561 -1.917 1.934
59 H -3.841 -1.708 -1.383
60 H -3.839 1.203 0.610
61 H 4.972 -3.362 1.529
62 H 5.377 -1.563 -0.122
63 H 3.678 -3.184 2.744
64 H 0.818 6.401 -1.162
65 H -4.672 -2.944 2.478
66 H -1.069 0.439 1.596
67 H -5.463 -2.389 0.999
68 H 1.835 2.521 2.111
69 H -2.778 0.857 -1.620
70 H 5.989 1.906 -0.701
71 H 3.252 -3.489 1.106

Forces on the atoms, in the same order (eV/Å):
-0.3 -0.6 3.5
0.1 0.0 -0.5
0.4 1.9 -0.1
-2.0 -0.4 0.2
0.0 -0.3 0.3
0.3 0.1 0.1
-0.2 0.1 -0.2
0.0 0.0 0.0
-0.2 0.2 0.0
0.6 0.2 0.3
0.0 -0.1 0.0
0.0 -0.1 0.0
0.2 0.2 -0.1
0.0 -0.3 -0.1
0.2 -0.6 -0.2
-0.6 -0.1 -0.5
0.1 0.0 0.0
0.4 1.0 -0.2
0.1 -0.4 -0.2
0.1 -0.2 -0.1
1.7 -1.5 -1.4
0.1 0.0 0.2
-0.1 0.0 0.0
0.1 0.1 0.1
0.1 0.1 0.1
0.0 -0.1 0.0
0.1 -0.1 -0.1
0.1 -0.1 0.0
0.2 0.2 -0.2
0.0 0.0 0.0
-0.5 0.3 0.4
0.0 0.0 0.0
0.0 0.1 0.0
0.0 -0.1 0.0
0.0 -0.1 0.0
-0.1 0.1 0.1
0.0 0.0 0.1
0.0 0.0 0.0
0.1 0.5 -0.3
-0.1 0.2 0.0
-0.1 0.4 -0.3
-0.1 0.1 -0.1
-0.6 0.3 -0.7
0.1 0.0 0.2
0.0 -0.3 -0.2
0.0 0.0 0.0
0.0 0.0 0.1
0.0 0.0 0.0
0.0 -0.1 -0.1
0.0 0.0 0.0
0.0 -0.1 0.0
-0.1 -0.1 0.0
0.0 0.0 0.0
0.0 0.0 0.0
0.0 0.0 0.0
0.0 -0.1 0.0
0.0 0.1 0.0
0.1 0.0 0.1
0.1 -0.1 0.0
0.0 0.1 -0.1
0.0 0.0 0.0
0.0 0.0 0.0
0.0 0.0 0.0
0.0 -0.1 0.0
0.0 0.0 0.0
0.0 -0.2 0.1
0.0 0.0 0.0
0.0 0.0 0.0
0.0 0.0 0.0
0.0 0.0 0.0
-0.1 -0.1 -0.1

Mulliken charges, unit e, in atom order: number 1, Sr, carries 1.2067; number 2, Se, carries -1.3801; number 3, S, carries 1.1381; number 4, S, carries -0.2393; number 5, F, carries -0.2152; number 6, F, carries -0.2087; number 7, F, carries -0.1820; number 8, F, carries -0.3891; number 9, F, carries -0.2102; number 10, F, carries -0.2276; number 11, F, carries -0.3781; number 12, F, carries -0.4961; number 13, F, carries -0.4587; number 14, F, carries -0.1746; number 15, O, carries -0.3580; number 16, O, carries -0.0444; number 17, O, carries -0.6710; number 18, O, carries -0.6412; number 19, N, carries 0.3074; number 20, N, carries 1.0719; number 21, N, carries -0.1263; number 22, C, carries -1.7224; number 23, C, carries -0.4477; number 24, C, carries 0.4622; number 25, C, carries -0.2504; number 26, C, carries -0.9363; number 27, C, carries 0.8431; number 28, C, carries -0.6447; number 29, C, carries 0.5934; number 30, C, carries -1.4907; number 31, C, carries 0.0024; number 32, C, carries -1.3102; number 33, C, carries 0.4698; number 34, C, carries -0.8037; number 35, C, carries -0.8254; number 36, C, carries -1.3131; number 37, C, carries 0.1942; number 38, C, carries 1.0620; number 39, C, carries 0.4324; number 40, C, carries -0.8451; number 41, C, carries 0.7081; number 42, C, carries -0.6129; number 43, C, carries 0.5989; number 44, C, carries -1.3127; number 45, H, carries 0.4014; number 46, H, carries 0.2126; number 47, H, carries 0.4041; number 48, H, carries 0.3660; number 49, H, carries 0.3475; number 50, H, carries 0.4458; number 51, H, carries 0.4244; number 52, H, carries 0.2706; number 53, H, carries 0.2766; number 54, H, carries 0.1645; number 55, H, carries 0.2750; number 56, H, carries 0.2893; number 57, H, carries 0.2939; number 58, H, carries 0.2747; number 59, H, carries 0.4799; number 60, H, carries 0.3232; number 61, H, carries 0.4211; number 62, H, carries 0.2264; number 63, H, carries 0.3299; number 64, H, carries 0.4796; number 65, H, carries 0.4552; number 66, H, carries -0.2162; number 67, H, carries 0.2800; number 68, H, carries 0.1741; number 69, H, carries -0.0967; number 70, H, carries 0.3698; number 71, H, carries 0.1523

---

2.
Formula: C23H27FN6O3
Source: the Open Molecules 2025 dataset
Level of theory: ωB97M-V/def2-TZVPD

Properties
Max |F| = 0.0305 hartree/bohr
HOMO energy = -8.665 eV
SMILES = COc1cc(OC)cc(C(=O)NC2CCN(Cc3nnnn3Cc3ccc(F)cc3)CC2)c1
ΔE to the lowest compared entry with this formula, charge and spin = 0.0 kcal/mol
Frontier orbital gap = 0.3393 hartree

Cartesian coordinates (Å):
1 F 0.544 3.881 1.536
2 O 5.377 -0.078 -3.055
3 O 1.986 1.991 -5.675
4 O -0.227 0.382 -1.328
5 N -2.939 -0.699 6.227
6 N -3.337 0.229 5.463
7 N -1.984 -1.943 2.078
8 N 1.031 -1.451 -0.879
9 N -3.350 -0.247 4.215
10 N -2.674 -1.804 5.544
11 C 2.295 1.278 -4.559
12 C -3.707 0.558 3.080
13 C -2.926 -1.533 4.283
14 C 0.245 -1.146 1.441
15 C 3.158 -0.171 -2.347
16 C -1.105 2.305 0.944
17 C -0.876 3.069 3.228
18 C -0.482 3.083 1.901
19 C 0.644 2.368 -5.877
20 C -1.925 2.249 3.600
21 C -2.034 -2.807 0.910
22 C -2.564 1.451 2.658
23 C 3.649 0.970 -4.407
24 C -0.612 -1.776 2.531
25 C -2.148 1.483 1.336
26 C -1.235 -2.206 -0.239
27 C 1.815 0.123 -2.507
28 C 4.083 0.257 -3.302
29 C 1.380 0.858 -3.607
30 C 6.367 0.348 -3.962
31 C -2.825 -2.470 3.141
32 C 0.222 -2.021 0.185
33 C 0.776 -0.284 -1.512
34 H 0.328 1.082 -3.678
35 H -0.367 3.690 3.948
36 H 3.538 -0.691 -1.481
37 H -4.566 1.170 3.375
38 H 6.210 -0.081 -4.957
39 H 0.636 2.938 -6.804
40 H -1.642 -1.231 -0.504
41 H 0.278 2.996 -5.060
42 H -0.150 -0.163 1.187
43 H -2.631 0.861 0.599
44 H -3.829 -2.634 2.732
45 H -2.455 -3.432 3.537
46 H -0.766 2.313 -0.079
47 H 0.655 -3.001 0.418
48 H -0.006 1.494 -5.983
49 H 4.325 1.319 -5.170
50 H 7.311 -0.014 -3.558
51 H -2.248 2.221 4.631
52 H -3.986 -0.108 2.262
53 H -1.644 -3.815 1.144
54 H 6.398 1.439 -4.037
55 H -0.177 -2.747 2.832
56 H -3.080 -2.914 0.608
57 H 1.268 -1.030 1.804
58 H 1.889 -1.923 -1.110
59 H -1.295 -2.860 -1.111
60 H -0.615 -1.126 3.409

Forces on the atoms, in the same order (eV/Å):
-0.1 -0.1 0.0
-0.3 0.0 0.2
0.3 -0.1 0.1
-0.3 0.2 0.0
0.1 0.1 0.9
-0.5 1.1 -0.3
-0.1 -0.1 0.1
0.3 -0.2 0.0
0.3 -1.5 0.5
0.2 -0.9 -0.6
0.0 -0.1 0.2
-0.1 0.6 -0.3
-0.3 0.6 0.1
0.0 -0.3 0.1
-0.1 0.0 0.0
0.2 0.3 0.0
0.1 0.1 -0.1
-0.1 -0.1 0.0
-0.2 0.1 0.0
0.0 0.0 -0.1
-0.1 0.1 -0.2
-0.1 -0.1 -0.1
0.2 0.0 0.0
0.2 0.3 0.0
-0.1 0.1 0.2
0.0 -0.2 0.1
0.5 0.2 -0.3
-0.2 0.0 -0.1
-0.2 0.1 -0.2
0.2 0.1 -0.2
0.0 -0.2 -0.2
-0.3 0.4 0.1
0.2 -0.3 0.0
-0.1 0.1 0.0
0.1 0.1 0.1
0.0 -0.1 0.1
0.0 -0.2 -0.1
0.0 0.0 0.0
0.0 0.0 0.1
0.0 -0.1 0.0
0.0 0.0 0.0
0.1 0.0 0.0
0.0 -0.1 -0.1
0.1 -0.1 0.0
-0.1 0.1 0.0
0.1 0.0 -0.1
0.0 0.1 0.0
0.0 0.0 0.0
0.1 0.0 -0.1
0.0 0.0 -0.1
0.0 0.0 0.1
0.0 0.1 0.1
-0.1 0.0 0.0
0.0 0.0 0.0
0.0 0.0 0.1
0.0 -0.1 0.0
0.0 0.0 0.0
-0.1 0.0 -0.1
0.0 0.0 0.0
0.1 -0.1 0.0

Mulliken charges, unit e, in atom order: number 1, F, carries -0.3536; number 2, O, carries -0.4204; number 3, O, carries -0.4544; number 4, O, carries -0.6118; number 5, N, carries -0.6494; number 6, N, carries -0.4107; number 7, N, carries 0.7135; number 8, N, carries -0.0833; number 9, N, carries 0.7735; number 10, N, carries -0.4346; number 11, C, carries 0.4283; number 12, C, carries -1.1569; number 13, C, carries 0.6787; number 14, C, carries 0.3110; number 15, C, carries -0.9419; number 16, C, carries -0.6098; number 17, C, carries -0.7992; number 18, C, carries 0.4163; number 19, C, carries -0.8150; number 20, C, carries -0.3319; number 21, C, carries -1.1650; number 22, C, carries 0.6122; number 23, C, carries -0.3767; number 24, C, carries -1.2720; number 25, C, carries -0.2637; number 26, C, carries -0.4498; number 27, C, carries 0.4076; number 28, C, carries 0.5454; number 29, C, carries -0.8652; number 30, C, carries -0.8649; number 31, C, carries -1.0785; number 32, C, carries -0.6613; number 33, C, carries 0.3847; number 34, H, carries 0.5321; number 35, H, carries 0.4670; number 36, H, carries 0.4908; number 37, H, carries 0.3943; number 38, H, carries 0.3416; number 39, H, carries 0.2384; number 40, H, carries 0.1567; number 41, H, carries 0.3436; number 42, H, carries -0.3973; number 43, H, carries 0.2152; number 44, H, carries 0.4902; number 45, H, carries 0.3450; number 46, H, carries 0.5747; number 47, H, carries 0.5329; number 48, H, carries 0.3336; number 49, H, carries 0.4913; number 50, H, carries 0.2435; number 51, H, carries 0.4878; number 52, H, carries 0.4204; number 53, H, carries 0.3440; number 54, H, carries 0.3538; number 55, H, carries 0.3211; number 56, H, carries 0.4531; number 57, H, carries 0.3885; number 58, H, carries 0.3107; number 59, H, carries 0.4414; number 60, H, carries 0.4842